Record 1
{
  "formula": "C41H80N11O",
  "method": "wB97M-V/def2-TZVPD",
  "species": ["C", "C", "C", "O", "H", "H", "H", "H", "H", "H", "H", "C", "C", "N", "C", "C", "N", "C", "C", "H", "H", "H", "H", "H", "H", "H", "H", "H", "H", "H", "C", "C", "N", "C", "C", "N", "C", "C", "H", "H", "H", "H", "H", "H", "H", "H", "H", "H", "H", "C", "C", "N", "C", "C", "N", "C", "C", "H", "H", "H", "H", "H", "H", "H", "H", "H", "H", "H", "C", "C", "N", "C", "C", "N", "C", "C", "H", "H", "H", "H", "H", "H", "H", "H", "H", "H", "H", "C", "C", "N", "C", "C", "N", "C", "C", "H", "H", "H", "H", "H", "H", "H", "H", "H", "H", "H", "C", "C", "C", "N", "C", "C", "C", "C", "C", "H", "H", "H", "H", "H", "H", "H", "H", "H", "H", "H", "H", "H", "H", "H", "H", "H", "H"],
  "coordinates": [[-1.4466, -0.7540, -0.5520], [-0.5794, 0.4676, -0.3218], [-1.4037, 1.7433, -0.0655], [0.3639, 0.4328, 0.7140], [-2.2685, -0.6100, -1.2556], [-1.8531, -1.0196, 0.4288], [-0.8424, -1.5653, -0.9701], [0.0584, 0.6461, -1.2151], [-1.5416, 2.1424, 0.9456], [-2.4291, 1.8267, -0.4650], [-0.9064, 2.6199, -0.5096], [-4.9672, 0.3955, -2.2086], [-4.1678, 1.4062, -3.0558], [-3.0205, 0.8087, -3.7258], [-3.0218, -0.3278, -4.4700], [-1.7053, -0.6274, -4.7694], [-0.9928, 0.4939, -4.3815], [-1.7927, 1.3279, -3.7007], [0.4670, 0.5535, -4.3284], [-5.9172, 0.8263, -1.9044], [-4.3345, -0.0492, -1.4383], [-5.2696, -0.5079, -2.7499], [-3.9095, 2.2608, -2.4370], [-4.9450, 1.7621, -3.7351], [-3.8903, -0.9303, -4.6715], [-1.2768, -1.3743, -5.4139], [-1.4394, 2.0925, -3.0304], [0.8185, -0.4124, -4.6858], [0.8802, 0.7133, -3.3358], [0.8019, 1.3222, -5.0235], [2.8467, 0.8841, 5.0554], [2.0063, 0.3450, 3.8748], [0.6477, 0.0033, 4.2742], [0.3458, -0.8971, 5.2713], [-0.9986, -1.0252, 5.2978], [-1.5184, -0.0795, 4.4514], [-0.4945, 0.5780, 3.8729], [-2.9573, 0.1341, 4.3266], [3.6764, 1.3730, 4.5430], [3.1763, 0.1690, 5.8018], [2.2779, 1.6733, 5.5486], [2.5293, -0.4792, 3.3893], [1.9008, 1.1128, 3.1112], [1.0219, -1.4418, 5.9099], [-1.6537, -1.5845, 5.9455], [-0.6328, 1.2969, 3.0829], [-3.2309, 0.4425, 3.3188], [-3.3101, 0.9268, 4.9857], [-3.4951, -0.7753, 4.5773], [-5.9195, 5.1317, 3.2901], [-5.6236, 6.1102, 2.1432], [-4.3928, 5.8114, 1.4567], [-4.2501, 5.3062, 0.1959], [-2.9343, 4.9646, -0.0072], [-2.2578, 5.4143, 1.1053], [-3.1655, 5.7785, 2.0076], [-0.7957, 5.4599, 1.3278], [-5.1175, 4.7871, 3.9411], [-6.3139, 4.2184, 2.8244], [-6.7646, 5.4001, 3.9231], [-5.5110, 7.0964, 2.5992], [-6.4443, 6.1707, 1.4352], [-5.1136, 5.0623, -0.4016], [-2.4653, 4.7025, -0.9387], [-2.9289, 6.0836, 3.0152], [-0.2938, 4.9746, 0.5015], [-0.6709, 5.0466, 2.3259], [-0.6031, 6.5335, 1.3441], [-2.3624, -3.9489, -3.6348], [-2.5059, -5.4632, -3.6496], [-1.2574, -6.2177, -3.7868], [-0.4898, -6.2624, -4.9187], [0.4786, -7.2020, -4.7716], [0.2444, -7.7830, -3.5382], [-0.8043, -7.1840, -2.9722], [1.0687, -8.8415, -2.9468], [-2.0220, -3.5280, -4.5860], [-1.5977, -3.6074, -2.9326], [-3.3071, -3.4295, -3.4827], [-3.1356, -5.7378, -4.4954], [-3.0113, -5.7807, -2.7396], [-0.7146, -5.6685, -5.7897], [1.3253, -7.4342, -5.3940], [-1.2305, -7.3785, -2.0021], [0.4819, -9.6181, -2.4669], [1.6473, -8.3677, -2.1486], [1.7782, -9.1488, -3.7071], [-1.0906, -3.9388, 1.2706], [0.0659, -3.1081, 1.8449], [1.3813, -3.5511, 1.3947], [1.8278, -4.8497, 1.3220], [3.0314, -4.8386, 0.6497], [3.2154, -3.5455, 0.2288], [2.1716, -2.8152, 0.6036], [4.4414, -2.9596, -0.3809], [-2.0147, -3.3779, 1.1485], [-1.2978, -4.8292, 1.8587], [-0.7463, -4.1310, 0.2505], [0.0969, -2.9555, 2.9252], [-0.0279, -2.0700, 1.5017], [1.2847, -5.6366, 1.8178], [3.7452, -5.6342, 0.5206], [1.9381, -1.8106, 0.2695], [4.4576, -1.8918, -0.2069], [4.4597, -3.2896, -1.4152], [5.2471, -3.4326, 0.1782], [3.2004, 5.0953, 1.9900], [3.5340, 3.6138, 2.1960], [3.0663, 2.7184, 1.0471], [4.1824, 1.9895, 0.2840], [4.8848, 0.9731, 1.1177], [5.1495, 2.9941, -0.3341], [5.6637, 2.2945, -1.6591], [4.7371, 1.0764, -1.8389], [3.5734, 1.4201, -0.9788], [3.6876, 5.6980, 2.7525], [2.1227, 5.2554, 1.9781], [3.5660, 5.4582, 1.0267], [3.0119, 3.2481, 3.0858], [4.5701, 3.4601, 2.5048], [2.5936, 3.2763, 0.2410], [2.3719, 1.9254, 1.3287], [4.0616, 0.3753, 1.5091], [5.4350, 1.4738, 1.9115], [5.6102, 0.3938, 0.5533], [5.8321, 3.3302, 0.4378], [4.4726, 3.7562, -0.7127], [6.6896, 1.9464, -1.5667], [5.5845, 3.0670, -2.4174], [5.2603, 0.1694, -1.5316], [4.5250, 0.9318, -2.8978], [2.7705, 0.6937, -0.8213], [3.0312, 2.2611, -1.4193]],
  "e_homo_ev": -17.588,
  "gap_ev": 7.664,
  "multiplicity": 1,
  "charge": 5,
  "e_tot_ha": -2285.9760
}

=====

Record 2
{
  "formula": "C41H83BrCl2NO10Si",
  "method": "wB97M-V/def2-TZVPD",
  "species": ["C", "C", "Cl", "C", "Cl", "O", "C", "O", "C", "C", "C", "N", "C", "C", "C", "C", "C", "C", "C", "C", "C", "Si", "C", "C", "C", "C", "C", "C", "C", "C", "C", "Br", "H", "H", "H", "H", "H", "H", "H", "H", "H", "H", "H", "H", "H", "H", "H", "H", "H", "H", "H", "H", "H", "H", "H", "H", "H", "H", "H", "H", "H", "H", "H", "H", "H", "H", "H", "C", "C", "O", "H", "H", "H", "H", "H", "H", "C", "C", "O", "H", "H", "H", "H", "H", "H", "C", "C", "O", "H", "H", "H", "H", "H", "H", "C", "C", "O", "H", "H", "H", "H", "H", "H", "C", "C", "O", "H", "H", "H", "H", "H", "H", "C", "C", "O", "H", "H", "H", "H", "H", "H", "C", "C", "O", "H", "H", "H", "H", "H", "H", "C", "C", "O", "H", "H", "H", "H", "H", "H"],
  "coordinates": [[-2.9894, -2.9373, -2.4715], [-3.6476, -4.3658, -2.4327], [-4.9994, -4.3339, -1.1907], [-2.5719, -5.4365, -1.8944], [-3.3139, -6.7187, -0.8107], [-1.9604, -6.0834, -3.0087], [-0.7410, -6.6582, -2.6761], [-0.4931, -7.8176, -2.7127], [0.4159, -5.6638, -2.2692], [0.7583, -4.6365, -3.2953], [1.7836, -3.6886, -2.9359], [2.3977, -3.7643, -1.7041], [2.1219, -4.6792, -0.7279], [2.8169, -4.6948, 0.6721], [3.3614, -3.2539, 1.0788], [3.1097, -2.9213, 2.6040], [3.0173, -1.3719, 2.8821], [4.2927, -0.5889, 2.4058], [4.1560, 0.9858, 2.4534], [4.4564, 1.7109, 1.0706], [3.2009, 2.5420, 0.4999], [2.4015, 1.6946, -1.0085], [0.5719, 2.2324, -1.2927], [2.2977, -0.1890, -0.5646], [3.4613, 1.7761, -2.6014], [2.7465, 1.6155, -3.8782], [3.5705, 1.6371, -5.1089], [5.0145, 1.7991, -4.9874], [5.7245, 1.9859, -3.7204], [4.9113, 1.9667, -2.4975], [1.0892, -5.7048, -0.9789], [0.5923, -7.0616, 0.3073], [-2.0961, -2.8771, -3.1455], [-3.7574, -2.2099, -2.8610], [-2.7226, -2.5643, -1.4423], [-4.0318, -4.6696, -3.4438], [-1.8693, -4.8602, -1.2400], [0.2326, -4.6252, -4.2735], [2.0386, -2.8948, -3.6792], [3.1264, -3.0683, -1.5077], [3.6773, -5.4107, 0.7093], [2.0192, -4.9654, 1.4210], [2.8494, -2.5074, 0.4189], [4.4642, -3.2536, 0.8883], [2.1788, -3.4558, 2.9339], [4.0095, -3.3150, 3.1633], [2.9505, -1.2191, 3.9996], [2.0509, -1.0074, 2.4473], [5.1218, -0.8767, 3.1198], [4.6694, -0.9113, 1.3904], [4.9383, 1.3627, 3.1710], [3.1732, 1.2761, 2.9096], [4.7848, 0.9857, 0.2808], [5.2880, 2.4578, 1.2275], [2.4309, 2.5177, 1.3299], [3.4381, 3.6254, 0.3331], [0.4222, 3.3564, -1.3149], [0.0180, 1.8547, -0.3790], [0.1449, 1.6808, -2.1698], [1.5809, -0.6597, -1.2896], [3.3212, -0.6180, -0.7203], [1.9311, -0.2342, 0.4903], [1.6383, 1.4829, -3.9379], [3.0650, 1.4918, -6.0955], [5.6381, 1.7830, -5.9134], [6.8339, 2.1090, -3.6481], [5.3870, 2.0844, -1.5004], [4.3919, 1.4346, 7.6157], [3.7906, 2.1223, 6.4059], [3.4859, 1.1642, 5.3922], [5.3021, 0.8983, 7.3382], [4.6334, 2.1582, 8.3963], [3.6975, 0.6956, 8.0250], [4.4945, 2.8435, 5.9880], [2.8726, 2.6513, 6.6750], [2.8564, 0.5365, 5.7669], [1.0621, 7.1966, -3.3926], [0.2939, 6.8505, -2.1329], [0.7827, 5.6330, -1.5738], [0.9696, 6.3944, -4.1268], [0.6914, 8.1244, -3.8339], [2.1283, 7.3122, -3.1774], [-0.7651, 6.7147, -2.3565], [0.3907, 7.6453, -1.3863], [1.7166, 5.7638, -1.3708], [-0.5273, 4.9991, 5.6568], [0.4316, 3.8838, 6.0202], [0.7398, 3.9292, 7.4105], [-0.0940, 5.9716, 5.9012], [-0.7656, 4.9767, 4.5911], [-1.4546, 4.9103, 6.2253], [1.3663, 3.9867, 5.4664], [-0.0019, 2.9051, 5.7877], [-0.0877, 3.8282, 7.8955], [-4.3874, 4.2687, 3.5524], [-3.4270, 3.1571, 3.9286], [-3.1278, 3.2075, 5.3205], [-3.9589, 5.2428, 3.7963], [-4.6174, 4.2421, 2.4851], [-5.3209, 4.1800, 4.1147], [-2.4890, 3.2614, 3.3814], [-3.8560, 2.1764, 3.6955], [-3.9579, 3.1053, 5.8013], [-1.6557, -9.9491, 1.0031], [-2.9783, -9.8033, 1.7294], [-3.0183, -8.5712, 2.4441], [-0.8239, -9.9123, 1.7114], [-1.6107, -10.8928, 0.4560], [-1.5123, -9.1264, 0.2964], [-3.1106, -10.6118, 2.4487], [-3.8151, -9.8285, 1.0240], [-2.9112, -7.8586, 1.8025], [-6.9105, -0.5849, -3.4774], [-7.8962, -1.6886, -3.1431], [-7.3101, -2.9653, -3.3729], [-6.5950, -0.6570, -4.5205], [-7.3533, 0.3992, -3.3104], [-6.0088, -0.6730, -2.8629], [-8.7840, -1.6110, -3.7711], [-8.2081, -1.6275, -2.0954], [-6.5307, -3.0335, -2.8086], [-4.4851, 1.4807, -0.1749], [-3.0957, 1.0242, -0.5759], [-2.2333, 1.0232, 0.5581], [-4.4480, 2.4829, 0.2564], [-5.1570, 1.4921, -1.0359], [-4.9044, 0.8193, 0.5884], [-2.6708, 1.6980, -1.3210], [-3.1229, 0.0134, -0.9994], [-2.6105, 0.4185, 1.2083], [-2.4058, 4.8661, -5.8133], [-1.0138, 4.4122, -6.2088], [-0.1511, 4.4086, -5.0754], [-2.3724, 5.8674, -5.3791], [-3.0733, 4.8788, -6.6773], [-2.8279, 4.2020, -5.0536], [-0.5878, 5.0888, -6.9503], [-1.0399, 3.4039, -6.6357], [-0.5254, 3.8026, -4.4248]],
  "e_homo_ev": -10.825,
  "gap_ev": 6.185,
  "multiplicity": 1,
  "charge": 1,
  "e_tot_ha": -6202.6533
}